1.
88
Properties=species:S:1:pos:R:3 method="wB97M-V/def2-TZVPD" max_force_ev_per_a=3.88 de_lowest_ev=1.1103 homo_energy_ev=-6.54 spin_multiplicity=1 molar_mass_da=1071.0 charge=0
Cd 0.03 -0.51 -1.07
C 4.77 -1.08 -3.30
Si 3.58 -1.36 -1.76
C 4.67 -1.04 -0.25
C 2.87 -3.09 -1.62
N 2.08 -0.26 -1.92
C 2.38 0.99 -2.36
C 3.66 1.65 -2.29
C 3.99 2.64 -3.19
C 3.07 3.16 -4.10
C 1.71 2.80 -3.91
C 1.33 1.91 -2.89
O 0.08 1.71 -2.42
C -0.77 2.86 -2.20
C -1.88 3.02 -2.95
C -2.67 4.17 -2.87
C -2.22 5.24 -2.06
C -1.08 5.09 -1.25
C -0.49 3.82 -1.22
H 5.19 -2.07 -3.53
H 5.58 -0.43 -3.06
H 4.21 -0.78 -4.18
H 5.37 -1.89 -0.13
H 4.04 -0.98 0.64
H 5.25 -0.15 -0.23
H 3.33 -3.86 -2.29
H 1.81 -3.18 -1.91
H 2.99 -3.41 -0.61
H 4.50 1.27 -1.58
H 5.04 3.05 -3.19
H 3.31 3.84 -4.92
H 0.97 3.40 -4.47
H -2.34 2.21 -3.49
H -3.59 4.23 -3.43
H -2.80 6.15 -1.96
H -0.62 5.89 -0.70
H 0.25 3.51 -0.46
I -0.36 -5.63 -2.87
C -1.82 -4.25 -2.59
C -3.18 -4.67 -2.53
C -4.21 -3.86 -2.12
I -6.02 -4.83 -1.78
C -3.90 -2.52 -1.81
C -4.90 -1.61 -1.31
C -4.53 -0.35 -0.89
C -3.20 -0.06 -0.81
N -2.28 -0.83 -1.29
C -2.55 -2.04 -1.77
C -1.51 -2.94 -2.23
O -0.29 -2.53 -2.18
H -3.44 -5.72 -2.80
H -5.94 -1.92 -1.23
H -5.27 0.25 -0.38
H -2.79 0.89 -0.41
C -0.57 -4.52 3.56
C 0.41 -3.68 4.12
C 0.48 -2.37 3.75
C -0.39 -1.90 2.74
C -1.33 -2.74 2.18
C -1.49 -4.04 2.65
As -0.21 -0.21 1.77
C -1.83 0.62 2.61
C -2.71 0.00 3.54
C -3.61 0.84 4.21
C -3.73 2.18 3.83
C -3.05 2.73 2.73
C -2.07 1.93 2.15
C 1.24 0.78 2.71
C 1.17 0.83 4.11
C 2.32 1.27 4.80
C 3.44 1.81 4.13
C 3.41 1.85 2.75
C 2.36 1.21 2.02
H -0.73 -5.55 3.90
H 1.23 -4.13 4.63
H 1.13 -1.60 4.20
H -2.08 -2.33 1.53
H -2.24 -4.66 2.16
H -2.65 -1.03 3.74
H -4.31 0.49 4.98
H -4.47 2.79 4.38
H -3.15 3.78 2.51
H -1.53 2.32 1.25
H 0.31 0.44 4.63
H 2.30 1.22 5.92
H 4.25 2.29 4.66
H 4.22 2.35 2.28
H 2.43 1.13 0.95



2.
82
Properties=species:S:1:pos:R:3 method="wB97M-V/def2-TZVPD" max_force_ev_per_a=0.96 homo_energy_ev=-2.24 spin_multiplicity=1 molar_mass_da=594.9 charge=-1
Be 1.00 0.56 1.21
C 2.49 4.54 -0.04
C 2.35 3.52 1.05
C 1.30 3.60 1.95
C 1.06 2.60 2.88
C -0.16 2.63 3.74
C 1.93 1.50 2.92
C 3.04 1.43 2.06
C 4.03 0.30 2.20
C 3.22 2.44 1.12
H 1.89 4.23 -0.90
H 3.53 4.63 -0.37
H 2.13 5.52 0.27
H 0.60 4.43 1.88
H -0.97 2.11 3.22
H -0.49 3.65 3.93
H 0.01 2.13 4.70
H 1.81 0.75 3.70
H 3.54 -0.65 1.98
H 4.42 0.26 3.22
H 4.87 0.43 1.51
H 4.05 2.37 0.43
C -0.07 1.31 0.23
C -0.84 1.70 -0.64
C -1.72 2.15 -1.64
C -2.08 3.54 -1.69
C -3.11 4.06 -2.51
C -3.42 5.41 -2.51
C -2.74 6.32 -1.70
C -1.76 5.82 -0.86
C -1.43 4.48 -0.84
C -2.24 1.13 -2.55
C -2.46 -0.19 -2.11
C -2.95 -1.17 -2.96
C -3.24 -0.88 -4.29
C -3.00 0.41 -4.76
C -2.50 1.38 -3.91
H -3.69 3.39 -3.12
H -4.21 5.76 -3.16
H -2.99 7.37 -1.72
H -1.23 6.50 -0.19
H -0.67 4.11 -0.17
H -2.24 -0.43 -1.08
H -3.12 -2.17 -2.58
H -3.62 -1.65 -4.95
H -3.19 0.64 -5.80
H -2.29 2.37 -4.30
O 1.33 -0.90 1.33
Si 0.76 -2.31 0.79
C 1.97 -3.68 1.27
C 1.60 -4.76 2.07
C 2.50 -5.77 2.38
C 3.79 -5.72 1.88
C 4.18 -4.66 1.08
C 3.28 -3.65 0.78
C 0.62 -2.38 -1.08
C 0.19 -3.53 -1.75
C 0.05 -3.54 -3.13
C 0.33 -2.40 -3.87
C 0.78 -1.26 -3.22
C 0.92 -1.25 -1.84
C -0.88 -2.66 1.65
C -1.01 -2.27 2.99
C -2.20 -2.44 3.67
C -3.31 -2.98 3.02
C -3.20 -3.37 1.69
C -2.00 -3.20 1.02
H 0.59 -4.80 2.47
H 2.19 -6.60 3.00
H 4.50 -6.52 2.12
H 5.19 -4.62 0.69
H 3.59 -2.83 0.14
H -0.02 -4.43 -1.19
H -0.30 -4.44 -3.63
H 0.19 -2.40 -4.94
H 0.98 -0.36 -3.79
H 1.21 -0.33 -1.35
H -0.16 -1.83 3.49
H -2.29 -2.13 4.71
H -4.24 -3.10 3.55
H -4.06 -3.78 1.18
H -1.94 -3.48 -0.03



3.
92
Properties=species:S:1:pos:R:3 method="wB97M-V/def2-TZVPD" max_force_ev_per_a=0.87 de_lowest_ev=0.5623 homo_energy_ev="-12.95 / -12.95" spin_multiplicity=2 molar_mass_da=1030.1 s2=0.760 charge=+2
Ir -0.78 0.27 1.59
C 4.05 5.19 3.74
C 3.41 4.03 3.04
C 2.16 4.16 2.43
C 1.57 3.09 1.77
C 2.24 1.88 1.72
C 3.48 1.72 2.35
C 4.05 2.79 3.00
S 1.58 0.40 0.99
O 2.31 -0.71 1.56
C 2.09 0.26 -0.75
C 3.38 0.81 -0.93
C 4.14 0.43 -1.99
C 3.67 -0.55 -2.89
C 4.49 -1.01 -3.95
C 4.04 -1.96 -4.82
C 2.74 -2.50 -4.66
C 1.92 -2.06 -3.66
C 2.37 -1.07 -2.74
C 1.53 -0.61 -1.67
C 0.08 -0.95 -1.79
C -0.63 -0.33 -2.89
C -0.01 0.60 -3.76
C -0.68 1.11 -4.83
C -2.02 0.74 -5.07
C -2.66 -0.11 -4.23
C -1.99 -0.67 -3.11
C -2.65 -1.57 -2.24
C -1.98 -2.15 -1.21
C -0.61 -1.85 -1.02
S 0.27 -2.60 0.33
O -0.11 -1.72 1.54
C -0.61 -4.11 0.55
C -1.45 -4.31 1.64
C -2.07 -5.55 1.77
C -1.86 -6.56 0.84
C -2.53 -7.90 1.02
C -1.01 -6.32 -0.24
C -0.37 -5.11 -0.38
H 3.39 6.06 3.77
H 4.97 5.48 3.23
H 4.32 4.93 4.76
H 1.64 5.11 2.47
H 0.60 3.22 1.31
H 3.97 0.75 2.33
H 5.01 2.67 3.48
H 3.77 1.52 -0.21
H 5.12 0.87 -2.14
H 5.49 -0.60 -4.06
H 4.67 -2.32 -5.62
H 2.39 -3.26 -5.34
H 0.93 -2.48 -3.56
H 1.01 0.90 -3.58
H -0.19 1.80 -5.50
H -2.54 1.14 -5.94
H -3.69 -0.40 -4.41
H -3.68 -1.82 -2.43
H -2.47 -2.86 -0.55
H -1.60 -3.53 2.36
H -2.72 -5.72 2.61
H -3.56 -7.78 1.34
H -2.01 -8.48 1.78
H -2.52 -8.47 0.09
H -0.84 -7.11 -0.97
H 0.30 -4.94 -1.22
C -0.10 1.90 5.52
C -0.52 1.58 4.12
N 0.01 0.63 3.41
O 1.01 -0.17 3.91
C -1.54 2.33 3.45
C -2.35 3.44 4.02
N -1.78 1.91 2.22
O -2.72 2.38 1.55
H 0.73 1.29 5.86
H -0.94 1.78 6.20
H 0.21 2.95 5.56
H 0.76 -0.43 4.81
H -1.97 3.75 4.99
H -3.39 3.13 4.13
H -2.34 4.29 3.34
Br -2.82 -0.73 2.42
S -0.61 1.79 -0.47
C -2.03 2.34 -1.28
N -3.28 1.98 -0.94
C -4.36 2.42 -1.61
C -4.19 3.26 -2.68
C -2.87 3.61 -2.98
N -1.83 3.16 -2.31
H -3.40 1.50 -0.05
H -5.32 2.09 -1.24
H -5.03 3.64 -3.24
H -2.66 4.29 -3.79



4.
92
Properties=species:S:1:pos:R:3 method="wB97M-V/def2-TZVPD" max_force_ev_per_a=3.68 de_lowest_ev=1.7529 homo_energy_ev=-8.21 spin_multiplicity=1 molar_mass_da=943.9 charge=0
Y -0.20 -1.00 -0.25
O 3.36 -4.34 -5.24
C 3.82 -4.19 -3.92
C 2.68 -3.80 -3.02
C 2.82 -3.85 -1.64
C 1.79 -3.39 -0.85
N 0.69 -2.84 -1.36
C 0.53 -2.83 -2.69
C 1.49 -3.32 -3.55
C -0.72 -2.16 -3.14
C -1.62 -2.77 -3.99
C -2.81 -2.12 -4.28
C -3.90 -2.81 -5.06
O -3.84 -4.21 -4.99
C -2.99 -0.84 -3.78
C -2.03 -0.29 -2.96
N -0.92 -0.95 -2.61
H 4.09 -4.62 -5.80
H 4.58 -3.40 -3.86
H 4.28 -5.11 -3.54
H 3.72 -4.25 -1.18
H 1.83 -3.44 0.24
H 1.35 -3.29 -4.62
H -1.44 -3.77 -4.36
H -3.80 -2.55 -6.12
H -4.87 -2.43 -4.71
H -3.95 -4.48 -4.07
H -3.90 -0.29 -3.99
H -2.15 0.69 -2.53
Cl 7.35 -0.72 0.78
C 5.61 -0.65 0.76
C 4.91 -0.72 1.97
C 3.54 -0.67 1.98
C 2.80 -0.54 0.79
O 1.51 -0.46 0.82
C 3.53 -0.49 -0.43
C 2.85 -0.38 -1.69
O 1.63 -0.29 -1.84
C 4.94 -0.55 -0.42
H 5.47 -0.81 2.90
H 2.99 -0.74 2.91
H 3.49 -0.36 -2.58
H 5.48 -0.51 -1.36
O -2.11 -3.99 1.56
C -1.65 -3.07 0.93
O -0.50 -2.48 1.12
C -2.38 -2.41 -0.28
O -2.95 -3.06 -1.14
O -2.21 -1.12 -0.30
C -2.99 3.39 3.27
C -2.65 4.15 2.02
C -3.14 5.46 1.91
C -2.86 6.26 0.82
C -2.09 5.76 -0.21
C -1.61 4.47 -0.13
C -1.88 3.65 0.97
Sb -0.88 1.73 0.70
C -1.46 0.41 2.30
C -0.49 -0.15 3.11
C -0.83 -1.08 4.09
C -2.15 -1.46 4.23
C -3.12 -0.91 3.41
C -2.81 0.03 2.44
C -3.90 0.60 1.57
C 1.06 2.52 1.27
C 1.97 2.55 0.21
C 3.26 3.04 0.39
C 3.64 3.49 1.64
C 2.73 3.49 2.68
C 1.43 3.03 2.51
C 0.44 3.16 3.65
H -2.79 4.00 4.15
H -2.43 2.47 3.36
H -4.06 3.14 3.29
H -3.74 5.85 2.73
H -3.25 7.27 0.78
H -1.86 6.38 -1.08
H -1.00 4.08 -0.95
H 0.55 0.13 2.98
H -0.06 -1.52 4.71
H -2.43 -2.19 4.98
H -4.15 -1.23 3.52
H -4.86 0.53 2.07
H -3.95 0.03 0.64
H -3.71 1.64 1.32
H 1.68 2.18 -0.76
H 3.95 3.05 -0.44
H 4.65 3.86 1.80
H 3.03 3.87 3.66
H 0.96 3.39 4.58
H -0.13 2.24 3.79
H -0.26 3.97 3.44



5.
91
Properties=species:S:1:pos:R:3 method="wB97M-V/def2-TZVPD" max_force_ev_per_a=0.51 de_lowest_ev=3.0626 homo_energy_ev="-13.61 / -13.62" spin_multiplicity=2 molar_mass_da=917.3 s2=0.777 charge=+2
Mo -2.41 0.65 -1.20
O -2.52 1.03 5.00
C -2.63 1.05 3.68
C -3.62 1.76 3.00
C -3.63 1.68 1.63
N -2.73 0.98 0.94
C -1.74 0.36 1.59
C -1.65 0.35 2.96
C -0.76 -0.13 0.51
O 0.41 -0.62 1.14
O -0.51 0.94 -0.27
C -4.56 2.49 0.76
O -5.16 3.46 1.06
O -4.54 1.91 -0.48
H -3.22 1.54 5.44
H -4.36 2.37 3.51
H -0.85 -0.16 3.48
C -1.07 3.58 -1.71
N -2.35 2.83 -1.64
C -3.45 3.46 -1.86
C -4.67 2.68 -1.63
C -5.46 2.27 -2.63
C -5.97 0.91 -2.70
C -5.13 -0.11 -2.44
N -3.84 0.12 -2.02
C -0.97 4.52 -0.53
C -1.30 5.86 -0.67
C -1.28 6.71 0.43
C -0.93 6.22 1.68
C -0.60 4.88 1.83
C -0.61 4.03 0.73
H -1.05 4.14 -2.64
H -0.27 2.85 -1.71
H -3.45 4.49 -2.21
H -5.55 2.91 -3.50
H -6.95 0.70 -3.11
H -5.43 -1.15 -2.57
H -1.55 6.26 -1.65
H -1.52 7.76 0.30
H -0.91 6.88 2.53
H -0.31 4.50 2.80
H -0.34 2.98 0.83
C 6.64 -2.39 4.07
C 5.36 -2.31 3.30
C 4.36 -1.40 3.65
C 3.16 -1.30 2.96
C 2.13 -0.32 3.46
C 2.98 -2.15 1.86
Te 1.29 -2.26 0.61
N -1.52 -1.17 -0.26
C -1.21 -1.42 -1.57
O -1.11 -0.45 -2.39
C -1.18 -2.80 -2.07
C -1.37 -3.87 -1.20
C -1.28 -5.17 -1.68
C -1.02 -5.39 -3.03
C -0.85 -4.32 -3.90
C -0.93 -3.02 -3.42
C 2.10 -1.67 -1.22
C 1.99 -2.64 -2.21
C 2.51 -2.41 -3.47
C 3.14 -1.20 -3.72
C 3.24 -0.23 -2.72
C 2.73 -0.44 -1.44
C 2.85 0.63 -0.41
C 3.95 -3.09 1.49
C 3.78 -4.02 0.31
C 5.12 -3.15 2.22
H 6.68 -1.64 4.86
H 7.50 -2.23 3.41
H 6.75 -3.38 4.52
H 4.52 -0.75 4.50
H 2.52 0.21 4.33
H 1.22 -0.84 3.77
H 1.86 0.42 2.71
H -1.60 -3.68 -0.16
H -1.44 -6.01 -1.02
H -0.96 -6.40 -3.41
H -0.66 -4.50 -4.95
H -0.80 -2.18 -4.09
H 1.49 -3.59 -2.00
H 2.43 -3.16 -4.24
H 3.55 -1.00 -4.70
H 3.74 0.71 -2.94
H 3.60 1.37 -0.70
H 3.15 0.22 0.56
H 1.90 1.14 -0.28
H 2.77 -4.43 0.22
H 4.44 -4.89 0.42
H 4.04 -3.53 -0.63
H 5.88 -3.88 1.93